# 1
DFT (ωB97M-V/def2-TZVPD) results for a molecular structure, C36H16F5N12O4Pt at a distorted geometry.

XYZ file:
```
74
Properties=species:S:1:pos:R:3:mulliken_charge:R:1
Pt 0.2395 -0.5590 0.0926 1.56
C -2.2152 2.5462 1.8791 -0.86
C -1.8483 1.4802 1.0643 0.26
N -0.5902 1.0524 1.0398 -0.05
C 0.3218 1.7003 1.8176 0.36
C -0.0712 2.7934 2.5684 -0.55
N -1.3322 3.2075 2.6128 -0.55
C 1.6921 1.1616 1.7815 0.24
C 2.8391 1.7475 2.2786 -0.41
C 4.0861 1.1628 2.0341 1.15
C 4.1123 -0.0422 1.3270 -0.54
C 2.9392 -0.6065 0.8777 -0.05
N 1.7672 0.0083 1.1118 0.16
C 2.7873 -1.8065 0.0332 0.31
C 3.7572 -2.7658 -0.1968 -0.40
N 3.5682 -3.7637 -1.0509 -0.54
C 2.3977 -3.8403 -1.6691 -0.45
C 1.3700 -2.9454 -1.3985 -0.27
N 1.5775 -1.9396 -0.5600 -0.24
C 5.3422 1.8278 2.4679 0.93
C 6.5517 1.1394 2.4875 -0.53
C 7.7035 1.8002 2.8894 -0.40
N 7.7116 3.0723 3.2726 -0.57
C 6.5588 3.7334 3.2660 -0.42
C 5.3600 3.1613 2.8661 -0.51
H -3.2470 2.8699 1.9445 0.50
H -2.5524 0.9808 0.4093 0.25
H 0.6437 3.3511 3.1612 0.45
H 2.7589 2.6687 2.8338 0.29
H 5.0478 -0.5179 1.0722 0.40
H 4.7041 -2.7381 0.3302 0.44
H 2.2635 -4.6354 -2.3916 0.43
H 0.3873 -3.0197 -1.8471 0.54
H 6.6169 0.0959 2.2099 0.34
H 8.6587 1.2870 2.9041 0.38
H 6.5948 4.7672 3.5901 0.38
H 4.4731 3.7794 2.8484 0.31
F -5.3563 -3.4762 -1.5472 -0.31
C -5.3025 -2.5115 -0.6519 -0.25
C -6.2689 -1.5869 -0.6457 0.44
F -7.2503 -1.6942 -1.5157 -0.30
C -6.2600 -0.4652 0.2635 0.09
C -5.1575 -0.4415 1.2011 0.55
C -4.1824 -1.3556 1.1787 0.60
F -3.1870 -1.2315 2.0429 -0.44
C -4.1648 -2.4406 0.2318 0.45
C -3.0907 -3.2756 0.0992 0.80
C -1.8211 -2.9713 0.6728 0.00
N -0.7902 -2.6594 1.0773 -0.61
C -3.0923 -4.4256 -0.7511 -0.21
N -3.0165 -5.3741 -1.3970 -0.48
F -5.0630 0.5400 2.0769 -0.36
C -7.1955 0.5191 0.2109 1.20
C -8.2138 0.5794 -0.7947 -0.24
N -9.0309 0.7159 -1.5907 -0.44
C -7.2241 1.6203 1.1287 -0.04
N -7.2794 2.5270 1.8320 -0.49
F 2.2391 2.3048 -1.9667 -0.43
C 1.5934 1.3971 -2.7054 0.50
C 0.2822 1.4919 -2.9050 -0.17
N -0.4315 0.5660 -3.6338 0.19
C -1.8495 0.4109 -3.3277 -1.29
C -2.0788 -0.1726 -1.9192 0.25
O -3.1412 0.0558 -1.3551 -0.60
O -1.1220 -0.9069 -1.4459 -0.65
C 0.2096 -0.5164 -4.2286 0.38
O -0.3693 -1.3852 -4.8353 -0.61
N 1.5863 -0.5314 -4.0488 0.03
C 2.3661 0.2925 -3.2457 0.23
O 3.5332 0.0613 -3.0218 -0.62
H -0.2796 2.3200 -2.4923 0.44
H -2.2826 -0.2738 -4.0522 0.43
H -2.3481 1.3744 -3.3926 0.36
H 2.0645 -1.2957 -4.5033 0.25
```

## Properties
Multiplicity: 1
Orbital gap (spin up / spin down): 6.12 / 6.12 eV
Highest occupied orbital energy (spin up / spin down): -11.6 / -11.6 eV
Total charge: +1



# 2
DFT (ωB97M-V/def2-TZVPD) results for a molecular structure, C37H54N3OP2Pb at a distorted geometry.

XYZ file:
```
98
Properties=species:S:1:pos:R:3:mulliken_charge:R:1
C 2.0448 -1.9763 -1.2222 -0.41
C 1.6241 0.1563 -2.0569 -0.83
C 2.9775 -2.2289 -2.2203 -0.61
C 2.4749 -0.0664 -3.1404 -0.38
C 3.1747 -1.2787 -3.2130 -1.22
H 3.4611 -3.2060 -2.2208 0.55
H 2.5793 0.7142 -3.9038 0.59
H 3.8514 -1.4739 -4.0377 0.46
N 1.4690 -0.7690 -1.0873 1.38
P -0.0242 -2.8232 0.4658 0.09
P 0.8891 2.4123 -0.3857 -0.68
C 1.6323 -3.1180 -0.2961 -1.21
H 1.6479 -4.0607 -0.8687 0.41
H 2.3862 -3.2501 0.4967 0.64
C 0.7535 1.4017 -1.9787 -0.77
H 1.0309 2.1094 -2.7711 1.52
C -0.2687 3.8925 -0.7351 2.14
C 2.6595 3.0314 -0.1749 2.44
C -1.2082 -3.5867 -0.7899 1.62
C -0.0135 -3.6523 2.1718 1.99
C -1.6561 3.5324 -0.1664 -1.51
H -1.6428 3.5269 0.9347 0.28
H -2.3774 4.2996 -0.4868 0.50
H -2.0254 2.5618 -0.5202 0.24
C 0.2149 5.1575 -0.0105 -1.82
H 0.3947 4.9780 1.0550 0.34
H 1.1204 5.5818 -0.4600 0.28
H -0.5742 5.9214 -0.0839 0.51
C -0.3944 4.2164 -2.2335 -1.72
H -1.1126 5.0447 -2.3403 0.56
H 0.5479 4.5582 -2.6808 0.20
H -0.7768 3.3704 -2.8173 0.36
C 2.7333 3.5710 1.2751 -1.61
H 2.1229 2.9696 1.9652 0.05
H 3.7661 3.5271 1.6435 0.46
H 2.3913 4.6088 1.3450 0.40
C 3.6166 1.8331 -0.2970 -1.73
H 3.4316 1.0707 0.4740 -0.08
H 3.5550 1.3649 -1.2893 0.48
H 4.6491 2.1999 -0.1737 0.68
C 3.0402 4.0998 -1.2237 -1.59
H 2.3363 4.1961 -2.0626 0.19
H 3.1621 5.0863 -0.7568 0.40
H 4.0099 3.8449 -1.6755 0.37
C -1.4082 -3.5171 2.8212 -1.88
H -1.3354 -3.7992 3.8827 0.52
H -1.7998 -2.4883 2.7855 0.25
H -2.1445 -4.1865 2.3543 0.33
C 1.0430 -2.9229 3.0305 -1.43
H 2.0491 -3.0088 2.5956 0.27
H 0.8144 -1.8564 3.1765 0.07
H 1.0647 -3.3991 4.0223 0.63
C 0.3788 -5.1357 2.0830 -1.73
H 0.6178 -5.4840 3.0972 0.51
H -0.4381 -5.7674 1.7131 0.40
H 1.2702 -5.2987 1.4599 0.28
C -0.9988 -2.9268 -2.1658 -1.69
H -1.4649 -3.5654 -2.9346 0.59
H -1.4486 -1.9214 -2.2128 0.24
H 0.0623 -2.8310 -2.4388 0.28
C -2.6536 -3.3215 -0.3330 -1.58
H -2.8537 -2.2440 -0.2399 0.22
H -3.3419 -3.7275 -1.0880 0.49
H -2.8898 -3.8034 0.6223 0.25
C -0.9396 -5.0907 -0.9123 -1.49
H 0.0922 -5.3031 -1.2160 0.26
H -1.1591 -5.6320 0.0130 0.27
H -1.6043 -5.4951 -1.6887 0.52
Pb -0.2298 -0.0121 0.7488 1.50
C 3.0920 0.3483 2.9674 0.30
O 3.8035 -0.0854 3.7539 -0.26
N -1.3790 0.3949 -1.1151 -1.24
C -0.7203 0.8807 -2.0938 0.57
C -1.3579 0.9241 -3.4578 0.18
C -2.7504 0.7722 -3.5104 -0.32
C -0.6290 1.1028 -4.6457 0.10
C -3.4256 0.9246 -4.7235 -0.84
H -3.2809 0.5502 -2.5835 0.43
C -1.3047 1.2345 -5.8583 -0.90
H 0.4600 1.1232 -4.6073 0.26
C -2.7011 1.1608 -5.9021 -0.52
H -4.5116 0.8643 -4.7451 0.42
H -0.7356 1.4022 -6.7738 0.43
H -3.2296 1.2817 -6.8518 0.40
N -2.2501 1.1955 2.8299 -0.31
C -1.9904 0.7657 4.1327 0.46
C -0.7289 1.0096 4.7146 0.01
C -0.4824 0.5536 6.0137 -0.74
C -1.4721 -0.1720 6.7021 -0.48
C -2.6926 -0.4838 6.0773 -0.64
C -2.9520 -0.0256 4.7888 -0.45
H -3.2098 1.1157 2.5043 0.19
H -1.7975 2.0567 2.5251 0.03
H 0.0419 1.5445 4.1402 0.38
H 0.4733 0.7838 6.4928 0.39
H -1.2926 -0.4910 7.7336 0.38
H -3.4465 -1.0755 6.5976 0.40
H -3.8862 -0.2672 4.2722 0.34
```

## Properties
Multiplicity: 1
Energy relative to the best compared isomer or geometry (same formula, charge and spin): 0.0 kJ/mol
Orbital gap: 7.43 eV
Highest occupied orbital energy: -9.8 eV
Total charge: +1



# 3
DFT (ωB97M-V/def2-TZVPD) results for a molecular structure, C15H13F5N7OsS2.

XYZ file:
```
43
Properties=species:S:1:pos:R:3:mulliken_spin:R:1
Os -0.0052 0.5312 0.0550 0.81
C -1.2499 -2.0941 -4.9684 0.00
C -0.0787 -2.7981 -4.2974 0.00
N 0.6692 -1.9755 -3.3449 0.02
C 0.1772 -1.3498 -2.2696 0.02
S 1.3510 -0.6889 -1.1365 0.13
N -1.1151 -1.2776 -2.0688 0.02
N -1.4273 -0.6150 -0.9150 0.00
C -2.6925 -0.5584 -0.6191 -0.03
C -3.7061 -0.9676 -1.6416 0.00
C -2.1709 -0.3507 1.9245 -0.01
C -2.7211 -0.5619 3.1864 0.00
C -1.9054 -0.8760 4.2546 0.00
C -0.5353 -0.9813 4.0599 0.00
C -0.0376 -0.7155 2.8059 0.00
N -0.8338 -0.4021 1.7700 0.04
H -1.5709 -2.6872 -5.8253 0.00
H -0.9545 -1.1053 -5.3211 0.00
H -2.0888 -1.9753 -4.2896 0.00
H 0.6464 -3.0808 -5.0592 0.00
H -0.4122 -3.7140 -3.8009 0.00
H 1.6725 -2.0515 -3.3712 0.00
H -3.5418 -0.3774 -2.5448 0.00
H -4.7148 -0.8141 -1.2781 0.00
H -3.5673 -2.0149 -1.9122 0.00
H -3.7905 -0.4892 3.3033 0.00
H -2.3372 -1.0443 5.2321 0.00
H 0.1394 -1.2408 4.8627 0.00
H 1.0229 -0.7368 2.5969 0.01
S -4.6180 0.3644 1.0191 -0.02
C -3.0967 -0.1370 0.7351 0.02
N 5.5466 0.7922 2.8037 0.00
C 4.6071 1.3577 2.4346 0.00
N 3.5721 2.0666 2.0543 0.01
C 2.4743 1.7443 1.5517 0.01
N 1.3933 1.5820 1.1165 -0.01
F 1.0153 2.7259 -1.5666 0.00
C -0.1050 1.9520 -1.4614 -0.02
F -0.3552 1.4947 -2.7359 0.01
C -1.2679 2.9152 -1.1424 0.00
F -1.2410 3.2108 0.1781 0.00
F -2.4526 2.3310 -1.3900 0.00
F -1.2208 4.0530 -1.8242 0.00
```

## Properties
Multiplicity: 2
Energy relative to the best compared isomer or geometry (same formula, charge and spin): 163.6 kJ/mol
Expectation value of S²: 0.7573
Orbital gap (spin up / spin down): 6.02 / 5.75 eV
Highest occupied orbital energy (spin up / spin down): -8.3 / -8.1 eV



# 4
DFT (ωB97M-V/def2-TZVPD) results for a molecular structure, C15H19NNbO9 at a distorted geometry.

XYZ file:
```
45
Properties=species:S:1:pos:R:3:mulliken_charge:R:1
C 1.8585 0.4979 0.4410 -1.09
C 0.6183 0.1492 1.2505 0.98
O 0.7270 0.0132 2.4889 -0.78
N -0.5063 -0.0145 0.5252 -0.49
C -1.4966 -0.9220 1.1831 -0.95
Nb -1.5399 1.7800 0.0206 -0.71
H 1.6147 0.6220 -0.6102 0.36
H 2.3336 1.4097 0.8111 0.28
H 2.5608 -0.3303 0.5942 0.26
H -2.0355 -0.4777 2.0230 0.36
H -0.9679 -1.8032 1.5500 0.38
H -2.2262 -1.2178 0.4252 0.28
H -0.0377 2.2941 -0.9792 -0.05
H -1.1194 2.9534 1.3503 0.04
H -3.0671 1.6379 1.1037 -0.03
H -2.7571 1.4879 -1.3018 0.08
H -1.9312 3.4653 -0.4549 0.14
C -4.4994 0.6005 -5.0950 -1.15
C -5.3441 -0.1951 -5.7666 0.41
C -5.1671 -1.7171 -5.8726 1.14
O -6.0420 -2.2799 -6.5193 -0.68
C -4.0527 -2.3492 -5.2425 -1.07
C -3.1995 -1.5581 -4.5624 0.35
C -3.3747 -0.0283 -4.4544 1.05
O -2.5085 0.5188 -3.8041 -0.53
O -2.1341 -1.9617 -3.9160 -0.59
O -6.4223 0.2051 -6.4159 -0.60
H -4.6198 1.6710 -5.0123 0.45
H -3.9323 -3.4201 -5.3217 0.43
H -1.7479 -1.1476 -3.5113 0.39
H -6.8115 -0.6208 -6.7826 0.39
C 4.5525 1.4605 4.6267 -0.89
C 3.6034 0.6330 4.0921 0.54
C 3.8673 -0.8913 3.9283 0.76
O 2.9304 -1.5537 3.5411 -0.56
C 5.1770 -1.4148 4.2412 -1.19
C 6.0863 -0.5659 4.7389 0.33
C 5.8063 0.9250 4.9783 1.16
O 6.7702 1.5266 5.4616 -0.73
O 7.3196 -0.8761 5.1005 -0.62
O 2.4548 1.0549 3.6960 -0.53
H 4.3740 2.5185 4.7587 0.44
H 5.3685 -2.4683 4.0950 0.43
H 7.6823 -0.0145 5.4241 0.41
H 1.8352 0.4035 3.1735 0.39
```

## Properties
Multiplicity: 1
Orbital gap: 5.74 eV
Highest occupied orbital energy: -5.3 eV
Total charge: -1



# 5
DFT (ωB97M-V/def2-TZVPD) results for 11 unconnected molecules or ions with the total composition C46H120N6O17 at a distorted geometry.

XYZ file:
```
189
Properties=species:S:1:pos:R:3:mulliken_charge:R:1
C -10.1804 -2.2310 -8.2800 -0.79
O -9.5444 -1.5072 -7.2312 -0.31
C -8.9271 -2.3312 -6.2413 -0.38
C -8.2500 -1.4311 -5.1195 -0.61
N -7.5517 -2.3040 -4.1610 -0.31
C -6.8934 -1.4842 -3.1118 -0.62
C -6.6707 -2.3260 -1.8382 -0.71
O -7.7903 -2.2777 -1.0044 -0.33
C -7.6695 -3.1227 0.2016 -0.69
H -10.6410 -1.6079 -9.0466 0.28
H -10.9622 -2.9184 -7.9568 0.32
H -9.5598 -2.9448 -8.8216 0.32
H -8.2106 -2.9340 -6.7993 0.25
H -9.6733 -3.0042 -5.8189 0.29
H -8.9967 -0.9464 -4.4906 0.36
H -7.5648 -0.6968 -5.5432 0.32
H -8.2328 -2.8797 -3.6869 0.24
H -7.4238 -0.5956 -2.7695 0.31
H -5.9374 -1.1022 -3.4698 0.39
H -5.7892 -2.0121 -1.2791 0.48
H -6.4909 -3.3886 -2.0015 0.38
H -7.6542 -4.1899 -0.0199 0.28
H -8.3940 -2.8691 0.9756 0.24
H -6.6715 -2.8445 0.5402 0.30
C -9.1471 5.9843 -1.7437 -0.74
O -9.0496 5.8288 -0.3394 -0.38
C -7.7999 5.3202 0.1856 -0.50
C -6.6241 6.2074 -0.2118 -0.45
N -5.4405 5.8150 0.5435 -0.37
C -4.2028 6.6194 0.1980 -0.66
C -4.3565 8.1063 0.6461 -0.49
O -5.3025 8.8062 -0.1163 -0.37
C -4.9999 8.9476 -1.4303 -0.72
H -8.6910 5.1275 -2.2396 0.33
H -8.6150 6.7930 -2.2447 0.25
H -10.1648 5.9637 -2.1337 0.29
H -7.6803 4.2588 -0.0317 0.34
H -7.8468 5.3588 1.2739 0.33
H -6.7973 7.2653 -0.0148 0.41
H -6.4210 6.2110 -1.2827 0.21
H -5.6978 5.8089 1.5202 0.27
H -3.9733 6.5501 -0.8653 0.32
H -3.3541 6.0036 0.4958 0.38
H -3.3955 8.6108 0.5454 0.36
H -4.6980 8.2501 1.6712 0.30
H -5.0967 7.9978 -1.9564 0.22
H -3.9410 9.1376 -1.6055 0.37
H -5.7206 9.5957 -1.9290 0.29
C 0.4181 -1.1800 1.4794 -0.67
O 0.2519 -1.1552 0.0439 -0.34
C 0.5030 0.1099 -0.7571 -0.44
C -0.2731 0.0825 -2.0523 -0.63
N 0.0143 1.2116 -2.9687 -0.28
C -0.5552 1.0735 -4.2896 -0.50
C -0.5046 2.3439 -5.2141 -0.59
O -1.6174 3.1234 -4.9713 -0.31
C -1.4334 4.4107 -5.3852 -0.77
H 1.1280 -0.5220 1.9805 0.30
H 0.8344 -2.1751 1.6357 0.25
H -0.5538 -0.9274 1.9033 0.26
H 1.5490 0.3011 -0.9970 0.33
H 0.1611 1.0166 -0.2579 0.30
H -1.3378 0.0649 -1.8191 0.30
H -0.2360 -0.9114 -2.4983 0.33
H 0.0330 2.1700 -2.6505 0.22
H -1.6195 0.8975 -4.1330 0.25
H -0.0924 0.1546 -4.6494 0.34
H -0.5676 2.0250 -6.2544 0.34
H 0.3232 3.0355 -5.0571 0.41
H -1.3068 4.4588 -6.4667 0.32
H -0.6693 4.9429 -4.8185 0.31
H -2.2522 5.0962 -5.1665 0.28
C -7.5479 -6.7764 7.3116 -0.71
O -6.2907 -6.1262 7.3122 -0.32
C -6.2240 -4.9487 8.0506 -0.47
C -4.7458 -4.2666 8.0055 -0.65
N -4.4727 -2.9297 8.5904 -0.35
C -5.4120 -1.9282 8.0487 -0.53
C -5.0975 -0.6291 8.6306 -0.32
O -5.9094 0.2576 7.7516 -0.33
C -5.4156 1.5643 7.8256 -0.71
H -7.9559 -7.0258 8.2911 0.31
H -7.1847 -7.7545 6.9961 0.27
H -8.2763 -6.2362 6.7069 0.27
H -6.4012 -5.2132 9.0930 0.29
H -6.9298 -4.1478 7.8305 0.35
H -4.3490 -4.3875 6.9975 0.37
H -4.2272 -4.9346 8.6932 0.31
H -3.5281 -2.7294 8.2942 0.27
H -6.4467 -2.1566 8.3043 0.22
H -5.4157 -1.9140 6.9588 0.31
H -4.0170 -0.5170 8.5409 0.31
H -5.5244 -0.3435 9.5919 0.31
H -4.6960 1.6594 7.0125 0.23
H -4.9604 1.7760 8.7931 0.33
H -6.2411 2.2642 7.6957 0.24
C 9.0600 0.0189 11.4970 -0.78
O 8.0520 0.2037 10.4961 -0.31
C 8.2126 -0.7040 9.4199 -0.45
C 7.1826 -0.3870 8.3189 -0.79
N 5.7738 -1.0462 8.3900 -0.49
C 5.0520 -0.8318 9.6185 -0.82
C 5.1095 -1.8717 10.7627 -0.53
O 3.7493 -2.4622 10.9179 -0.45
C 3.3722 -3.4228 9.9524 -0.69
H 10.0737 -0.0139 11.0975 0.31
H 8.9538 -0.8772 12.1083 0.31
H 8.9644 0.8617 12.1814 0.26
H 8.2015 -1.6948 9.8740 0.36
H 9.2046 -0.5388 8.9995 0.49
H 7.5891 -0.6836 7.3520 0.38
H 7.0359 0.6931 8.3270 0.36
H 5.1755 -0.4233 7.8665 0.29
H 4.0235 -0.5248 9.4292 0.65
H 5.4239 0.1376 9.9501 0.50
H 5.4818 -1.5576 11.7378 0.26
H 5.7917 -2.6936 10.5453 0.35
H 3.4892 -2.9616 8.9717 0.28
H 2.3820 -3.8581 10.0872 0.27
H 4.0288 -4.2928 9.9603 0.26
C 15.8472 -3.0846 -7.7169 -0.71
O 14.4461 -2.9352 -7.8868 -0.30
C 13.6109 -3.0869 -6.7636 -0.60
C 12.2125 -2.3375 -7.0479 -0.47
N 11.5193 -1.9087 -5.8837 -0.34
C 10.1787 -1.3411 -6.1030 -0.76
C 9.2881 -1.2285 -4.8621 -0.47
O 9.1712 -2.6127 -4.3951 -0.30
C 8.1539 -2.7891 -3.3844 -0.75
H 15.9702 -4.0846 -7.3009 0.31
H 16.2892 -2.3228 -7.0748 0.27
H 16.2480 -3.1234 -8.7298 0.24
H 14.0301 -2.8026 -5.7984 0.40
H 13.4466 -4.1636 -6.7212 0.33
H 11.6394 -2.9024 -7.7831 0.27
H 12.4655 -1.3570 -7.4511 0.28
H 11.4453 -2.6309 -5.1815 0.25
H 9.7101 -1.9607 -6.8676 0.40
H 10.1611 -0.3771 -6.6116 0.41
H 8.3578 -0.8135 -5.2499 0.37
H 9.7807 -0.5279 -4.1879 0.32
H 8.4919 -2.2800 -2.4818 0.31
H 8.0740 -3.8338 -3.0841 0.24
H 7.1939 -2.3380 -3.6353 0.29
C 0.8318 3.7784 7.2513 -0.96
C 0.8082 3.1740 5.8841 -0.18
O 2.1431 2.8029 5.6104 -0.54
H 1.6724 3.4515 7.8632 0.30
H -0.1134 3.7154 7.7905 0.30
H 1.0368 4.8482 7.2090 0.30
H 0.4953 3.8708 5.1065 0.22
H 0.1054 2.3522 5.7470 0.27
H 2.5913 3.5831 5.2757 0.31
C -2.9386 -5.6827 -7.7660 -0.88
C -3.8348 -6.2318 -6.6591 -0.33
O -5.1096 -5.8389 -6.9737 -0.50
H -2.5152 -4.7092 -7.5190 0.30
H -3.4542 -5.6541 -8.7259 0.28
H -2.1891 -6.4653 -7.8835 0.28
H -3.4780 -5.9619 -5.6652 0.24
H -3.7901 -7.2971 -6.4329 0.31
H -5.1618 -4.9580 -6.5956 0.28
C 7.0460 -7.1576 2.6201 -0.92
C 6.0375 -6.2691 3.3694 -0.23
O 6.7854 -5.2653 4.0991 -0.53
H 7.5864 -6.5671 1.8802 0.27
H 6.5174 -8.0151 2.2039 0.33
H 7.6529 -7.5539 3.4341 0.25
H 5.3224 -6.7321 4.0494 0.33
H 5.5238 -5.6727 2.6154 0.22
H 6.2955 -4.8112 4.7886 0.28
C -1.7962 3.9194 -15.3818 -0.91
C -0.9169 5.2143 -15.3938 -0.18
O -0.8351 5.6611 -14.0454 -0.54
H -2.1298 3.6943 -16.3948 0.31
H -2.6719 3.9739 -14.7351 0.28
H -1.1363 3.1447 -14.9913 0.25
H -1.3778 6.0290 -15.9524 0.27
H 0.1383 5.1427 -15.6572 0.24
H -0.7382 6.6055 -13.9026 0.29
C 4.5266 5.0343 -0.9610 -0.87
C 3.3985 5.5196 0.1269 -0.34
O 3.9827 5.5586 1.4566 -0.52
H 5.2867 5.7946 -1.1411 0.30
H 3.9503 4.9741 -1.8842 0.29
H 4.9892 4.0843 -0.6936 0.27
H 2.4717 4.9571 0.0135 0.31
H 3.1353 6.5485 -0.1185 0.25
H 4.5080 6.3612 1.4961 0.30
```

## Properties
Multiplicity: 1
Energy relative to the best compared isomer or geometry (same formula, charge and spin): 786.9 kJ/mol
SMILES: COCCNCCOC.COCCNCCOC.COCCNCCOC.COCCNCCOC.COCCNCCOC.COCCNCCOC.CCO.CCO.CCO.CCO.CCO
Orbital gap: 8.55 eV
Highest occupied orbital energy: -8.5 eV